139
Properties=species:S:1:pos:R:3 method="wB97M-V/def2-TZVPD" lumo_ev=-1.77 de_lowest_kj_mol=167.0 homo_energy_ev=-7.90
H 2.640 -3.015 -3.519
H -3.700 2.851 4.441
O -0.441 1.486 0.739
C -5.122 5.924 0.736
H 4.305 2.432 -3.661
H 0.574 -2.051 -3.990
C 0.557 7.549 1.024
H 3.337 -1.527 -3.569
C 3.618 -2.560 -3.362
H 3.991 1.161 -2.570
H 2.752 -5.891 1.011
C 4.396 -4.596 1.872
H -0.537 -8.140 -0.441
H 5.548 -3.138 3.189
H 3.694 2.023 3.222
B -0.276 0.377 -0.193
C -0.469 -1.734 -3.994
C -3.423 -5.288 4.017
H -1.432 -2.623 -2.345
C 0.535 4.011 -3.915
H 3.280 -4.620 -5.528
O -0.835 0.960 -1.420
H 3.732 -2.947 2.873
H 1.403 6.055 -0.433
H -0.668 -2.872 3.883
H -2.158 1.627 -4.599
H -2.534 6.421 2.054
C -3.478 -1.233 -2.793
N -1.222 -6.068 -2.520
H -3.284 6.846 4.366
H -2.509 4.897 2.907
N 3.731 3.514 -0.542
H 3.988 -2.839 -2.375
H -1.342 -6.554 1.967
H -2.937 -6.210 0.010
C -1.925 -5.804 -0.014
H 2.479 3.975 -4.596
H -2.492 1.911 2.490
H 2.161 2.715 -2.317
H -2.711 0.270 2.094
H 1.085 6.838 2.950
H -0.585 -0.828 -3.400
C -1.644 -2.878 3.398
H -1.473 -3.812 -3.531
H 0.380 5.462 0.813
H -0.851 -8.641 1.187
H 0.676 -8.124 0.844
C 4.221 1.188 0.572
H 1.664 8.474 2.519
H -3.595 0.448 4.328
H 4.863 -2.420 1.786
C -1.318 2.147 -1.244
H 3.689 0.800 -4.177
Pb -3.135 4.895 -3.293
O -4.069 2.481 -4.437
H -3.764 -4.276 5.663
N -3.874 -0.437 -2.054
C 4.365 -2.993 -4.550
C -0.355 -7.869 0.599
H 4.510 0.501 -0.223
H -0.439 7.740 1.425
C -2.838 -2.845 4.315
H 0.834 8.249 0.237
H 4.737 3.336 2.520
C -2.993 -4.211 4.896
H -2.029 -4.510 5.309
C 3.945 2.491 -0.082
H -3.235 1.656 -6.106
H 5.318 0.308 2.315
C 0.520 6.317 0.151
O -0.112 -2.891 0.904
O -1.944 2.796 -2.108
C -2.979 -2.271 -3.795
C 2.149 2.233 -3.294
H -1.958 -4.750 0.264
H -3.670 -2.409 3.763
H -1.770 -3.704 2.698
C 1.715 3.241 -4.339
C 5.233 1.266 1.801
H 6.165 1.772 1.549
C -1.473 -5.931 -1.388
H 2.410 -4.244 0.882
H -3.116 -1.957 -4.830
C -3.892 6.228 3.705
H -0.242 -5.781 1.286
C -3.277 1.178 2.302
H -3.555 -3.191 -3.691
C -4.210 5.024 1.533
N -0.418 4.645 -3.649
C 1.511 7.456 2.159
H 5.301 2.141 3.774
H 4.663 -5.415 2.539
C 3.595 1.626 -3.473
O -0.963 -0.838 0.244
C -3.172 5.670 2.519
N 6.062 -5.457 -6.605
C -4.610 2.345 4.118
H -1.603 -2.001 2.752
H -3.392 0.505 -4.777
C 4.206 -4.455 -4.978
N -5.856 6.644 0.190
H 1.365 1.476 -3.292
C 4.691 2.310 2.887
H -5.207 2.291 5.029
C -0.969 -6.517 0.943
H 3.259 0.929 1.014
O 2.498 -1.728 -0.242
H 4.143 -2.345 -5.399
C -3.158 1.541 -5.024
N -1.712 6.099 -1.293
C 1.377 -1.159 -0.104
C -4.043 1.487 1.110
C 5.309 -4.994 -5.851
C 4.713 -3.235 2.495
H -5.045 3.037 3.396
C -0.731 6.270 -0.720
C -4.103 1.039 3.566
C 0.021 -1.750 0.453
H 4.236 -5.118 -4.114
H 2.480 7.121 1.789
O 1.153 0.092 -0.323
H -2.548 -2.215 5.155
H 1.553 2.777 -5.312
N -3.727 -6.222 3.430
H 5.103 -4.728 1.052
H -4.310 5.559 4.457
N -4.645 1.825 0.170
H -4.953 0.396 3.342
H -0.606 -1.615 -5.069
H -4.725 4.131 1.887
N 1.427 -5.057 3.741
H -4.661 6.982 3.536
C -1.059 2.462 0.250
C -1.504 -2.728 -3.427
H -3.504 4.585 0.827
C 2.054 -4.972 2.800
H 5.443 -2.883 -4.430
C 2.896 -4.955 1.550
O -1.142 3.549 0.742

9
Properties=species:S:1:pos:R:3 method="wB97M-V/def2-TZVPD" lumo_ev=0.89 de_lowest_kj_mol=230.0 homo_energy_ev=-8.91 smiles="C1N=NNP1"
N 0.179 0.087 1.406
H 0.983 -1.841 0.093
N -0.956 0.654 0.980
C -0.177 0.121 -1.079
H -0.827 -0.704 -1.502
H 0.121 0.753 -2.075
H 0.600 0.520 2.274
P 1.218 -0.349 0.121
N -1.141 0.758 -0.218

13
Properties=species:S:1:pos:R:3 method="wB97M-V/def2-TZVPD" lumo_ev=-4.35 de_lowest_kj_mol=56.9 homo_energy_ev=-14.11 charge=+1
H -0.260 1.093 -2.277
C 0.100 0.680 -1.359
H -4.215 -1.430 0.837
H 1.899 -0.877 0.562
N 1.398 0.533 -1.041
C 1.466 0.090 0.367
H -0.347 0.817 1.670
Br -2.923 -2.002 0.468
H -0.501 -1.004 1.029
O -0.775 0.510 -0.427
H 2.164 0.666 -1.601
H 2.043 0.852 0.955
C -0.051 0.072 0.817

29
Properties=species:S:1:pos:R:3 method="wB97M-V/def2-TZVPD" s_squared=1.0460 lumo_ev="-21.33 / -21.67" homo_energy_ev="-27.46 / -26.96" spin_multiplicity=2 charge=+4
C -3.305 -0.025 -1.052
H -3.068 1.919 0.880
C 0.048 -2.465 1.296
C 2.403 0.074 1.455
O -1.214 -0.452 -0.033
C 2.022 0.000 -0.852
C 1.293 1.110 -0.310
H -2.976 -0.303 -2.060
H -3.797 -0.891 -0.595
H 1.183 -0.060 -2.820
H 0.740 1.822 -0.918
C 2.719 -0.645 0.258
H 1.189 1.962 1.757
C 2.097 -0.373 -2.293
Mn 0.654 -0.726 0.660
H 2.954 0.115 -2.780
C -2.141 0.392 -0.235
C 1.517 1.162 1.098
O -1.029 -0.317 3.061
H 3.389 -1.491 0.161
H -4.018 0.798 -1.122
H -1.287 1.943 0.994
C -0.159 -0.359 2.288
H 2.830 -0.102 2.441
Cl 0.583 -2.626 -0.587
C -2.133 1.763 0.327
H 2.211 -1.459 -2.415
O -0.586 -3.258 1.891
H -2.118 2.490 -0.497

9
Properties=species:S:1:pos:R:3 method="wB97M-V/def2-TZVPD" lumo_ev=0.88 de_lowest_kj_mol=326.5 homo_energy_ev=-9.57 smiles="NONC=O"
C 1.416 -0.538 -0.025
H 1.987 -1.426 -0.256
O -0.876 0.248 -0.646
H -1.227 1.875 0.362
O 1.746 0.446 0.642
H -0.146 -1.556 -0.905
H -1.994 0.675 0.953
N 0.225 -0.632 -0.681
N -1.131 0.908 0.557

79
Properties=species:S:1:pos:R:3 method="wB97M-V/def2-TZVPD" lumo_ev="-4.12 / -5.24" homo_energy_ev="-10.25 / -9.93" charge=+1
H -1.517 1.688 -5.766
H 3.807 0.780 2.321
C 0.588 -2.283 -2.246
C -0.289 -2.137 5.436
H 2.455 -0.138 5.176
C -3.809 0.290 3.506
C -2.081 -0.942 -5.625
C 1.132 -3.018 2.842
Ti 1.092 -0.198 -1.074
Si 1.525 1.081 3.181
H 1.092 0.893 5.686
C -0.971 1.109 -6.507
C -1.951 -3.053 3.026
H 0.562 -1.554 5.818
H 1.034 -4.092 3.068
Si -0.509 0.030 2.669
H 2.101 3.431 3.582
H -4.019 0.233 2.427
H 1.229 -2.909 1.755
O -2.578 -0.217 -4.502
H -4.030 0.271 -6.056
H 0.376 -3.129 -0.172
C 2.849 0.298 2.076
H 1.397 1.573 -8.953
H -2.121 3.036 2.151
C 0.755 1.062 -8.218
Te -1.249 -0.261 0.317
C 0.148 2.073 -1.615
H 2.888 -2.143 0.225
H -0.855 2.432 -1.388
H -1.975 -4.015 3.557
H -0.157 -3.183 5.760
H -0.206 2.840 -7.498
H 3.676 -0.921 -2.071
C 1.957 0.829 5.011
H 2.685 0.478 0.998
H 2.664 1.628 5.292
H 1.821 -0.792 -8.325
H -3.302 3.336 3.435
C 0.947 -0.285 -7.900
H 2.955 -0.782 2.233
C 1.434 2.929 2.868
C 0.634 1.638 -2.878
H -4.329 -1.197 -4.967
H -2.869 -2.510 3.274
C 2.417 1.591 -1.381
C 2.723 -1.417 -1.906
C 2.301 -2.063 -0.696
H -1.734 0.255 6.158
H -4.619 0.865 3.985
C -1.841 1.245 5.699
H 0.467 -1.899 -6.545
C 1.263 2.109 -0.703
H 2.061 -2.661 3.308
H -2.698 1.743 6.179
H 0.105 1.737 -3.828
C -0.177 1.763 -7.455
Si -0.392 -2.148 3.540
C -2.291 2.960 3.230
H -3.823 -0.731 3.917
Si -2.181 1.198 3.841
H -1.211 -1.757 5.897
H 1.238 2.487 0.317
C 0.146 -0.922 -6.955
H -0.942 1.831 5.935
H -1.962 -3.254 1.948
C 0.961 -2.562 -0.897
H -1.582 3.621 3.739
C -3.593 -0.500 -5.409
C 1.650 -1.565 -2.863
H -0.319 -2.653 -2.727
H -1.925 -2.040 -5.541
H 3.418 1.479 -0.961
C -1.030 -0.292 -6.444
H 1.777 3.203 1.867
H 1.720 -1.336 -3.929
C 1.998 1.249 -2.724
H 2.661 0.926 -3.521
H 0.428 3.339 2.999